Run w
DFT (ωB97M-V with the def2-TZVPD basis set) results for one molecule with the formula C2H6N2S.

Element x y z (Å)
1 C -0.560 0.929 -0.054
2 C -0.496 -0.547 -0.147
3 H -1.489 1.434 -0.321
4 H -0.281 1.513 0.989
5 H 0.356 1.393 -0.571
6 H -2.340 -0.602 -0.722
7 H 0.861 -2.022 0.575
8 H 2.642 0.522 0.668
9 N -1.507 -1.178 -0.354
10 N 0.793 -1.099 0.349
11 S 2.020 -0.344 -0.414

Results
**SMILES**: [H]/N=C(\C)NS
**Kohn-Sham gap**: 0.3656 Eh
**Spin multiplicity**: 1
**Charge**: 0
**E_LUMO**: 0.733 eV

Atomic partial charges in e from the natural (NBO) method, atoms 1 to 5: -0.7330 0.4223 0.2277 0.2376 0.2492

---

Run x
DFT (ωB97M-V with the def2-TZVPD basis set) results for one molecule with the formula C2H6N2S.

Element x y z (Å)
1 C -0.674 1.128 -0.141
2 C -0.414 -0.333 -0.174
3 H -1.511 1.380 0.501
4 H 0.230 1.551 0.247
5 H -0.933 1.538 -1.112
6 H -2.107 -0.864 0.270
7 H 0.893 -1.879 -0.402
8 H 2.483 -0.273 1.257
9 N -1.186 -1.268 0.101
10 N 0.849 -0.872 -0.476
11 S 2.371 -0.106 -0.072

Results
**SMILES**: [H]/N=C(\C)NS
**Kohn-Sham gap**: 0.3773 Eh
**Spin multiplicity**: 1
**Charge**: 0
**E_LUMO**: 0.837 eV

Atomic partial charges in e from the natural (NBO) method, atoms 1 to 5: -0.6964 0.4350 0.2294 0.2400 0.2410

---

run x (33.7 kcal/mol below the next structure)

---

Run w
DFT (ωB97M-V with the def2-TZVPD basis set) results for a 2-piece molecular cluster, C6H16O2 overall.

Element x y z (Å)
1 C 0.717 -0.443 -2.037
2 O 0.809 -1.865 -1.948
3 C 1.688 0.239 -1.113
4 C 1.439 0.234 0.422
5 C -0.039 0.006 0.829
6 C 0.012 -0.154 2.369
7 C -0.861 1.241 0.463
8 H -0.352 -0.380 -1.727
9 H 0.913 -0.314 -3.102
10 H 0.844 -2.201 -1.027
11 H 1.611 1.292 -1.380
12 H 2.664 -0.169 -1.308
13 H 2.079 -0.545 0.855
14 H 1.812 1.149 0.883
15 H -0.401 -0.920 0.367
16 H -0.965 -0.417 2.778
17 H 0.378 0.782 2.794
18 H 0.686 -0.956 2.664
19 H -0.622 1.447 -0.577
20 H -0.715 2.095 1.085
21 H -1.937 1.051 0.554
22 H -3.061 -0.823 0.025
23 H -3.118 0.196 -1.135
24 O -3.583 -0.543 -0.734

Results
**Kohn-Sham gap (spin up / spin down)**: 0.4110 / 0.1768 Eh
**Spin multiplicity**: 2
**Charge**: +1
**Expectation value of S²**: 0.754
**E_LUMO (spin up / spin down)**: -3.606 / -9.977 eV

Atomic partial charges in e from the natural (NBO) method, atoms 1 to 5: -0.0936 -0.2723 -0.4374 -0.4025 -0.2049

---

Run x
DFT (ωB97M-V with the def2-TZVPD basis set) results for a 2-piece molecular cluster, C6H16O2 overall.

Element x y z (Å)
1 C 0.344 -1.120 -1.857
2 O 1.195 -2.169 -1.431
3 C 0.908 0.224 -1.473
4 C 1.294 0.168 0.039
5 C 0.088 -0.019 0.921
6 C 0.466 -0.113 2.418
7 C -0.684 1.308 1.111
8 H -0.667 -1.498 -1.467
9 H -0.023 -1.107 -2.862
10 H 2.123 -1.864 -1.461
11 H 0.244 1.024 -1.564
12 H 1.788 0.195 -2.179
13 H 2.103 -0.527 0.299
14 H 1.850 1.114 0.274
15 H -0.645 -0.800 0.551
16 H -0.391 0.119 3.131
17 H 1.165 0.597 2.664
18 H 0.982 -1.111 2.613
19 H -1.756 1.102 1.051
20 H -0.575 1.888 0.048
21 H -0.404 1.872 1.918
22 H -2.980 0.826 -0.431
23 H -3.144 -0.037 -1.682
24 O -3.279 -0.072 -0.630

Results
**Kohn-Sham gap (spin up / spin down)**: 0.4225 / 0.1522 Eh
**Spin multiplicity**: 2
**Charge**: +1
**Expectation value of S²**: 0.754
**E_LUMO (spin up / spin down)**: -3.183 / -10.036 eV

Atomic partial charges in e from the natural (NBO) method, atoms 1 to 5: -0.1159 -0.3740 -0.4245 -0.4041 -0.2335

---

run w (36.2 kcal/mol below the next structure)

---

Run w
DFT (ωB97M-V with the def2-TZVPD basis set) results for a 2-piece molecular cluster, C4H12OS overall.

Element x y z (Å)
1 C -1.243 -0.067 0.467
2 C -0.369 0.920 1.168
3 C 0.490 1.959 0.210
4 S 1.302 1.135 -1.156
5 C 2.731 0.163 -0.473
6 H -1.671 0.227 -0.467
7 H -2.195 -0.386 1.119
8 H -0.692 -1.079 0.209
9 H -0.770 1.586 2.015
10 H 0.343 0.290 1.802
11 H -0.251 2.671 -0.237
12 H 1.392 2.372 0.877
13 H 2.442 -0.668 0.213
14 H 3.345 0.869 0.129
15 H 3.306 -0.033 -1.430
16 H -2.745 -3.943 -1.989
17 H -3.054 -2.685 -1.084
18 O -2.362 -3.330 -1.373

Results
**SMILES**: CCCSC.O
**Kohn-Sham gap**: 0.3352 Eh
**Spin multiplicity**: 1
**Charge**: 0
**E_LUMO**: 0.838 eV

Atomic partial charges in e from the natural (NBO) method, atoms 1 to 5: -0.6365 -0.4264 -0.5559 0.1713 -0.7426

---

Run x
DFT (ωB97M-V with the def2-TZVPD basis set) results for a 2-piece molecular cluster, C4H12OS overall.

Element x y z (Å)
1 C 1.274 0.847 -0.371
2 C 0.228 -0.165 0.126
3 C -0.590 -0.752 -0.989
4 C -0.325 -2.330 -1.030
5 S -1.438 -3.232 0.136
6 H 2.074 0.615 -1.119
7 H 0.765 1.802 -0.812
8 H 1.801 1.138 0.492
9 H -0.301 0.311 0.932
10 H 0.810 -1.051 0.549
11 H -0.307 -0.295 -1.895
12 H -1.652 -0.497 -0.853
13 H 0.637 -2.767 -0.921
14 H -0.664 -2.775 -1.965
15 H -0.578 -3.176 1.064
16 H -0.138 4.597 2.496
17 H -0.793 3.409 2.203
18 O -0.802 4.320 1.956

Results
**SMILES**: CCCCS.O
**Kohn-Sham gap**: 0.3583 Eh
**Spin multiplicity**: 1
**Charge**: 0
**E_LUMO**: 0.714 eV

Atomic partial charges in e from the natural (NBO) method, atoms 1 to 5: -0.6103 -0.3953 -0.4138 -0.5006 -0.0453

---

run x (4.9 kcal/mol below the next structure)

---

Run w
DFT (ωB97M-V with the def2-TZVPD basis set) results for an isolated ion of composition C2H8NS and charge +1.

Element x y z (Å)
1 C -0.537 -0.409 -0.202
2 C 0.794 0.307 -0.395
3 S 1.268 0.026 -2.119
4 N -1.057 -0.131 1.205
5 H -0.407 -1.476 -0.291
6 H -1.262 0.015 -0.880
7 H 1.564 -0.050 0.288
8 H 0.651 1.370 -0.202
9 H 2.510 0.467 -1.999
10 H -1.837 -0.739 1.466
11 H -1.392 0.833 1.251
12 H -0.295 -0.212 1.878

Results
**SMILES**: [NH3+]CCS
**Kohn-Sham gap**: 0.3350 Eh
**Spin multiplicity**: 1
**Charge**: +1
**E_LUMO**: -4.038 eV

Atomic partial charges in e from the natural (NBO) method, atoms 1 to 5: -0.2238 -0.5577 0.0239 -0.6693 0.2425

---

Run x
DFT (ωB97M-V with the def2-TZVPD basis set) results for a 2-piece molecular cluster, C2H8NS overall.

Element x y z (Å)
1 C 2.352 -0.306 0.285
2 C 1.206 0.487 -0.124
3 N 0.006 0.029 -0.189
4 S -3.879 -0.013 0.085
5 H 2.115 -1.358 0.439
6 H 2.758 0.116 1.213
7 H 3.167 -0.198 -0.437
8 H 1.366 1.536 -0.375
9 H -4.666 -0.188 -0.974
10 H -0.212 -0.938 0.048
11 H -0.792 0.607 -0.446
12 H -4.857 0.452 0.851

Results
**Kohn-Sham gap**: 0.2935 Eh
**Spin multiplicity**: 1
**Charge**: +1
**E_LUMO**: -5.027 eV

Atomic partial charges in e from the natural (NBO) method, atoms 1 to 5: -0.7200 0.3409 -0.5981 -0.3412 0.2519

---

run w (1.4 kcal/mol below the next structure)